Entry 1:
{
  "formula": "C26H18CeClIN3O5",
  "method": "ωB97M-V with the def2-TZVPD basis set",
  "species": ["Ce", "C", "C", "C", "C", "C", "C", "C", "H", "H", "H", "H", "H", "H", "H", "H", "O", "C", "O", "C", "C", "C", "C", "C", "C", "C", "C", "C", "N", "H", "H", "H", "H", "H", "H", "Cl", "C", "C", "C", "I", "C", "O", "C", "N", "C", "C", "C", "C", "H", "H", "H", "H", "O", "N", "O"],
  "coordinates": [[-0.366747, 1.300069, -0.020565], [0.247694, 4.636927, 2.156706], [-0.580090, 4.266530, 0.957524], [-1.909861, 3.844404, 1.090390], [-2.677745, 3.520604, -0.019164], [-2.132747, 3.630938, -1.296804], [-0.820085, 4.051778, -1.447629], [-0.053677, 4.371594, -0.326220], [1.299162, 4.392747, 2.000048], [-0.100156, 4.124194, 3.051641], [0.180808, 5.711195, 2.337744], [-2.349249, 3.790397, 2.078658], [-3.707619, 3.213370, 0.104944], [-2.735245, 3.400829, -2.163330], [-0.399062, 4.173670, -2.437196], [0.960988, 4.724439, -0.451450], [3.287002, 2.437109, 1.161658], [2.519430, 1.710975, 0.604613], [1.603768, 2.070360, -0.303479], [2.490448, 0.234108, 0.921791], [3.691971, -0.418358, 1.223069], [3.650373, -1.758701, 1.461741], [2.414974, -2.443166, 1.438951], [2.322589, -3.836363, 1.676008], [1.112735, -4.462865, 1.646375], [-0.061800, -3.720250, 1.386539], [-0.004294, -2.375058, 1.160963], [1.240594, -1.707259, 1.174218], [1.309351, -0.361297, 0.904186], [4.606635, 0.155877, 1.247794], [4.558238, -2.311748, 1.672313], [3.229188, -4.391057, 1.884407], [1.045571, -5.526528, 1.831699], [-1.019052, -4.225533, 1.370901], [-0.910402, -1.814226, 0.976784], [-2.385414, -4.869051, -2.536747], [-2.237362, -3.181757, -2.199835], [-3.356292, -2.446200, -1.939348], [-3.253996, -1.066733, -1.676813], [-4.975066, 0.040406, -1.311522], [-2.036575, -0.427724, -1.670151], [-1.899849, 0.891955, -1.458575], [-0.865636, -1.205617, -1.889258], [0.330239, -0.552128, -1.772095], [1.433236, -1.213909, -2.029861], [1.438278, -2.569015, -2.398336], [0.255297, -3.250171, -2.453229], [-0.959187, -2.576553, -2.189025], [-4.325719, -2.924496, -1.948361], [2.364275, -0.667219, -1.925449], [2.377566, -3.060015, -2.609587], [0.233474, -4.303269, -2.698792], [-0.509453, 1.570119, 2.184710], [-1.689781, 1.118548, 2.195861], [-1.881723, 0.283120, 1.270585]],
  "forces_ev_per_a": [[0.553, 1.195, -3.522], [-0.020, -0.013, -0.016], [0.033, 0.083, 0.083], [-0.013, 0.085, -0.013], [-0.038, 0.077, -0.022], [-0.073, 0.080, -0.025], [0.028, 0.092, -0.028], [-0.017, 0.096, -0.053], [-0.007, 0.001, -0.007], [-0.009, 0.003, -0.001], [0.001, 0.005, -0.003], [0.026, -0.070, 0.024], [0.017, -0.072, 0.001], [0.020, -0.095, 0.002], [0.024, -0.064, -0.003], [0.042, -0.094, -0.011], [0.147, 0.342, -0.098], [-0.114, -0.188, -0.190], [0.606, -0.338, 0.539], [-0.144, -0.204, 0.128], [0.070, 0.017, 0.034], [0.043, -0.111, 0.029], [0.078, -0.071, 0.029], [0.037, 0.013, -0.004], [-0.076, 0.008, -0.008], [0.045, -0.063, 0.016], [-0.026, 0.066, -0.022], [-0.041, 0.187, 0.011], [0.265, 0.077, -0.069], [-0.003, -0.003, 0.001], [-0.023, -0.003, 0.004], [-0.006, 0.017, -0.004], [-0.012, 0.015, -0.012], [0.007, 0.009, 0.003], [-0.009, -0.017, 0.007], [0.016, -0.020, 0.001], [-0.010, -0.014, -0.003], [-0.021, 0.045, 0.003], [-0.205, 0.144, 0.040], [0.077, -0.049, -0.021], [-0.181, 0.097, -0.058], [0.267, -0.578, 0.158], [-0.013, 0.107, -0.028], [-0.319, 0.141, 0.088], [0.022, 0.047, 0.000], [0.050, -0.010, -0.006], [-0.070, -0.044, 0.003], [0.366, -0.135, -0.066], [-0.005, 0.024, 0.010], [-0.004, 0.000, 0.011], [-0.006, 0.004, -0.005], [0.002, 0.003, -0.009], [-0.322, -0.156, 1.154], [-0.297, -0.389, 1.054], [-0.759, -0.278, 0.873]],
  "lumo_ha": [-0.1777, -0.1778],
  "fmax_ha_per_bohr": 0.073,
  "total_charge": 1,
  "gap_ev": [6.3426, 6.3417],
  "homo_energy_ev": [-11.2, -11.2]
}

---

Entry 2:
{
  "formula": "C26H19BrN4O8PtS3",
  "method": "ωB97M-V with the def2-TZVPD basis set",
  "species": ["Pt", "N", "C", "S", "N", "N", "C", "C", "C", "C", "C", "C", "C", "C", "C", "C", "C", "C", "N", "H", "H", "H", "H", "H", "H", "H", "H", "H", "H", "H", "O", "S", "O", "O", "C", "C", "C", "C", "C", "C", "S", "O", "O", "O", "H", "H", "H", "H", "Br", "C", "C", "C", "C", "C", "C", "C", "O", "O", "H", "H", "H", "H"],
  "coordinates": [[1.664943, -1.061207, -1.351576], [3.069462, -2.435277, 2.416171], [2.487476, -2.160289, 1.229471], [3.443511, -1.290567, 0.049797], [1.245082, -2.571866, 1.080961], [0.734145, -2.256807, -0.138322], [-0.365990, -2.788698, -0.571907], [-1.132149, -3.809556, 0.169680], [-1.469922, -5.002958, -0.465109], [-2.186442, -5.976988, 0.212800], [-2.581369, -5.758958, 1.524651], [-2.250993, -4.568972, 2.158867], [-1.522436, -3.599366, 1.489760], [-0.802747, -2.304743, -1.905518], [-2.046810, -2.566614, -2.449086], [-2.366931, -2.023209, -3.687440], [-1.446382, -1.231303, -4.348166], [-0.228090, -0.979114, -3.735698], [0.075098, -1.509916, -2.559953], [4.062367, -2.301825, 2.494367], [2.656755, -3.168477, 2.969401], [-1.151602, -5.179358, -1.485551], [-2.433457, -6.905839, -0.284077], [-3.145420, -6.516127, 2.053371], [-2.558012, -4.396722, 3.182037], [-1.253031, -2.676665, 1.984182], [-2.756031, -3.171352, -1.903535], [-3.339025, -2.211555, -4.123120], [-1.665507, -0.787585, -5.308019], [0.526176, -0.338651, -4.173265], [1.680488, 2.303412, -3.222508], [2.857112, 1.507411, -2.938459], [3.958725, 1.706365, -3.829655], [2.555603, 0.045840, -2.827540], [3.274752, 2.051510, -1.318783], [4.540887, 1.751111, -0.827332], [4.950492, 2.219779, 0.404378], [4.083223, 3.000129, 1.156687], [2.822696, 3.304668, 0.680866], [2.413141, 2.835186, -0.558649], [-0.036088, 2.617595, -1.704557], [-0.540031, 3.481154, -2.699744], [-1.141822, 2.996343, -0.474978], [-0.108211, 1.201878, -1.707408], [5.200716, 1.152047, -1.442022], [5.936674, 1.979446, 0.777080], [4.389699, 3.377288, 2.123409], [2.133960, 3.908600, 1.254414], [-4.782238, 5.034932, 4.886916], [-3.616902, 4.275960, 3.602049], [-2.928065, 3.114527, 3.917147], [-2.063052, 2.574543, 2.981387], [-1.906631, 3.179696, 1.740189], [-2.615078, 4.336047, 1.435072], [-3.470416, 4.894951, 2.371725], [-0.914681, 2.594230, 0.790124], [1.154461, 3.316523, -0.925865], [-0.021924, 1.864555, 1.131874], [-3.064008, 2.647244, 4.882123], [-1.492774, 1.682722, 3.203975], [-2.496421, 4.794436, 0.463142], [-4.016965, 5.800463, 2.149748]],
  "forces_ev_per_a": [[0.649, -0.516, -0.780], [0.097, -0.184, -0.024], [-0.029, 0.105, -0.137], [-0.370, 0.167, 0.615], [0.102, -0.206, 0.005], [0.191, 0.021, -0.034], [-0.030, 0.119, -0.073], [-0.047, 0.032, 0.034], [0.039, -0.026, 0.016], [-0.006, -0.001, 0.010], [-0.002, 0.002, -0.010], [0.006, -0.002, 0.004], [-0.050, 0.028, -0.009], [-0.039, -0.008, 0.058], [-0.016, -0.056, -0.052], [0.008, 0.006, 0.007], [0.008, -0.039, 0.034], [0.003, -0.038, -0.112], [-0.463, 0.247, 0.458], [-0.009, 0.045, 0.011], [-0.047, 0.062, 0.041], [-0.009, 0.011, -0.002], [0.000, -0.002, 0.003], [0.000, -0.002, 0.000], [-0.002, -0.001, 0.000], [0.010, -0.008, -0.001], [0.001, -0.003, -0.006], [0.000, -0.009, 0.000], [0.005, 0.004, -0.002], [-0.031, 0.036, 0.037], [0.007, -0.144, -0.734], [0.184, 0.451, -0.175], [0.112, -0.113, 0.218], [0.126, -0.186, -0.045], [-0.021, 0.056, -0.056], [0.006, 0.032, 0.049], [-0.005, -0.027, -0.008], [0.017, 0.015, 0.032], [-0.073, -0.038, -0.002], [0.102, -0.145, 0.234], [-1.436, 0.734, 1.325], [0.237, -0.181, -0.155], [0.223, 0.197, -0.274], [0.385, -0.078, -0.161], [-0.004, 0.021, -0.023], [0.002, 0.003, -0.006], [-0.007, 0.001, 0.001], [-0.001, -0.004, 0.013], [0.007, -0.012, -0.018], [-0.019, 0.004, 0.018], [0.001, -0.007, -0.005], [0.044, 0.004, 0.024], [0.035, 0.059, -0.058], [-0.061, -0.054, -0.048], [-0.001, -0.005, -0.012], [-0.045, -0.179, 0.316], [0.253, -0.221, -0.486], [-0.055, 0.004, -0.074], [0.008, 0.002, 0.002], [0.004, -0.002, 0.009], [0.012, 0.026, 0.014], [-0.001, -0.002, -0.003]],
  "lumo_ha": -0.0382,
  "fmax_ha_per_bohr": 0.041,
  "total_charge": 0,
  "gap_ev": 7.1095,
  "homo_energy_ev": -8.1
}